DFT (wB97M-V/def2-TZVPD) results for a structure of composition C5H6O.

The energy above the lowest of the compared OMol25 structures with the same formula, charge and spin comes out at 33.89 kcal per mole. As for the total charge: 0. The value obtained for the HOMO-LUMO gap is 10.499 eV. For the HOMO energy, the calculation gives -9.4648 eV. As for the LUMO energy: 1.03 eV.

Each line ends with the natural charge from an NBO analysis.
CARTESIAN COORDINATES (ANGSTROEM)
O1 -1.38084 2.03723 0.53184  -0.55
C1 -0.70743 1.12917 0.10649  0.58
C2 -1.10277 -0.15812 -0.62223  -0.51
C3 -0.04194 -0.79857 0.29387  -0.19
C4 1.28589 -0.42938 -0.24320  -0.40
C5 0.58307 0.60025 0.60983  -0.32
H1 -2.14985 -0.43424 -0.50332  0.24
H2 -0.82058 -0.20321 -1.67865  0.22
H3 -0.26719 -1.53572 1.05600  0.24
H4 1.37814 -0.33738 -1.32422  0.22
H5 2.18476 -0.80901 0.23925  0.23
H6 1.03875 0.93896 1.53433  0.23